{"formula": "C3H5Br3Si", "method": "wB97M-V/def2-TZVPD", "symbols": ["Br", "Si", "Br", "Br", "C", "C", "C", "H", "H", "H", "H", "H"], "positions_angstrom": [[0.5076, -3.7572, 0.8851], [-1.2514, -2.5837, 0.0825], [-3.1212, -2.6800, 1.3515], [-1.6851, -3.4109, -1.9595], [-0.7993, -0.7042, 0.1288], [0.5618, -0.1764, -0.0354], [-0.4186, 0.0928, -1.1041], [-1.4924, -0.3971, 0.8323], [1.2744, -0.8326, -0.5397], [0.8932, 0.5276, 0.7208], [-1.0672, 0.9235, -1.4971], [-0.2937, -0.4683, -1.9839]], "total_charge": 0, "smiles": "Br[Si](Br)(Br)C1CC1"}

---

{"formula": "C3H5BrNO2", "method": "wB97M-V/def2-TZVPD", "symbols": ["C", "C", "C", "N", "O", "O", "Br", "H", "H", "H", "H", "H"], "positions_angstrom": [[-1.5483, 1.9850, 0.1435], [1.0048, -0.6090, -0.9453], [0.7163, -0.5955, 0.6216], [-0.5275, -0.2258, 1.0891], [-1.2256, 1.9578, -0.9717], [-2.0465, 2.2043, 1.1746], [-1.8644, -1.4607, 0.4050], [0.2922, 0.2124, -1.2212], [2.0490, -0.5175, -1.0732], [0.4844, -1.5274, -1.2110], [1.1624, -1.4858, 1.0952], [1.5032, 0.0622, 0.8933]], "total_charge": -1}

---

{"formula": "C3H5BrO", "method": "wB97M-V/def2-TZVPD", "symbols": ["C", "C", "C", "O", "Br", "H", "H", "H", "H", "H"], "positions_angstrom": [[1.1925, 2.1431, 0.0537], [1.2930, 0.8250, 0.1212], [-1.4353, -1.2817, -0.0335], [-1.5118, -0.0508, 0.1282], [2.1721, -0.6898, -0.0054], [1.9174, 2.7818, -0.2947], [0.1581, 2.5139, 0.1051], [-0.6012, -1.7988, 0.5780], [-1.3682, -1.6838, -1.1373], [-2.4033, -1.6903, 0.3369]], "total_charge": 0}

---

{"formula": "C3H5BrO", "method": "wB97M-V/def2-TZVPD", "symbols": ["Br", "C", "C", "C", "O", "H", "H", "H", "H", "H"], "positions_angstrom": [[-2.5974, 0.0212, -0.3796], [-0.8372, 0.0352, 0.5576], [0.1827, 0.9515, -0.1099], [0.8537, -0.7701, -0.4257], [-0.2176, -1.1981, 0.3985], [-1.0589, 0.3222, 1.6257], [0.9595, 1.3128, 0.4824], [-0.1173, 1.4398, -1.0207], [1.1622, -1.2248, -1.4412], [1.6704, -0.8896, 0.3128]], "total_charge": 0, "smiles": "Br[C@@H]1CCO1"}

---

Respective energy relative to the best compared isomer or geometry (same formula, charge and spin) values: 0.459, 0.443, 5.433, 1.899 eV.